DFT (ωB97M-V/def2-TZVPD) results for the ion C8H13BrN with charge +1.

## Properties
**LUMO level**: -4.07 eV
**HOMO energy**: -14.20 eV
**Energy above the lowest of the compared OMol25 structures with the same formula, charge and spin**: 189.3 kJ/mol
**Max |F|**: 4.087 eV/A
**Gap between HOMO and LUMO**: 0.37220 hartree
**M**: 203.10 g/mol
**SMILES**: C#C[C@@H](Br)[NH+]1CCCCC1
**Total charge**: +1

Cartesian coordinates (Å):
C -2.061 2.781 -0.911
C -1.990 1.709 -0.379
C 2.048 -0.692 -0.394
C 0.871 -1.417 -1.065
C 1.693 -0.449 1.103
C -0.445 -0.623 -0.957
C 0.475 0.475 1.111
C -1.884 0.703 0.614
N -0.681 -0.166 0.451
Br -3.445 -0.641 0.188
H -2.271 3.590 -1.536
H 2.850 -1.365 -0.620
H 2.291 0.364 -0.913
H 1.213 -1.559 -2.061
H 0.595 -2.523 -0.723
H 1.539 -1.324 1.704
H 2.619 -0.117 1.518
H -0.274 0.372 -1.413
H -1.223 -1.262 -1.212
H 0.318 0.794 2.077
H 0.618 1.349 0.645
H -2.129 1.042 1.698
H -0.728 -1.042 1.076